Formula: C29H40HoN2O2P3
Source: OMol25
Level of theory: wB97M-V/def2-TZVPD

Its gap between HOMO and LUMO (alpha / beta) is 3.298 / 5.256 eV. The value obtained for the total energy is -91456.8909 eV. As for the expectation value of S²: 6.0141. The multiplicity is 5. As for the highest occupied orbital energy (alpha / beta): -2.86 / -4.90 eV. As for the total charge: 0. The calculation puts the energy relative to the best compared isomer or geometry (same formula, charge and spin) at 110.6 kcal per mole.

Geometry as XYZ:
```
77
Properties=species:S:1:pos:R:3:mulliken_spin:R:1
C 5.677 0.415 0.306 -0.012
C 4.280 0.553 0.477 0.062
N 3.398 0.023 -0.463 0.037
C 3.909 -0.879 -1.330 -0.075
C 5.270 -1.129 -1.456 -0.038
C 6.164 -0.437 -0.654 0.022
C 3.767 1.187 1.630 0.009
P 2.156 0.884 2.321 0.039
Ho 1.238 1.236 -0.440 3.087
P 1.320 -1.225 -2.497 0.110
C 3.015 -1.780 -2.161 0.007
O 3.848 4.166 0.641 -0.007
O 1.079 3.399 0.452 0.013
H 6.339 0.921 1.005 -0.003
H 5.600 -1.856 -2.200 0.001
H 7.227 -0.617 -0.754 0.006
C 2.610 -0.398 3.564 -0.011
C 1.869 2.349 3.423 0.006
H 3.476 -1.948 -3.153 0.020
H 2.934 -2.789 -1.704 0.010
H 4.102 3.465 1.234 -0.002
H 4.537 1.547 2.333 -0.002
C 0.316 -2.613 -2.980 0.069
C 1.361 -0.062 -3.863 0.344
H 0.689 2.622 -2.207 0.027
H 0.409 4.117 0.497 -0.003
H 1.971 3.826 0.372 0.003
H 4.534 4.119 -0.070 0.002
H 0.672 -0.693 -1.290 0.245
H 1.110 2.159 -2.660 -0.035
H 3.164 0.104 4.375 -0.002
H 1.707 -0.889 3.957 0.000
H 3.271 -1.121 3.058 0.010
H 2.625 2.343 4.226 0.000
H 1.926 3.297 2.863 -0.005
H 0.866 2.241 3.872 0.002
H 1.598 -0.652 -4.766 -0.112
H 0.368 0.395 -3.990 0.006
H 2.137 0.712 -3.734 0.029
H 0.627 -2.963 -3.971 0.015
H 0.436 -3.433 -2.262 -0.034
H -0.727 -2.288 -3.032 -0.001
N -0.657 0.599 0.119 0.133
P -2.091 -0.036 0.249 0.057
C -2.668 -0.543 -1.387 -0.007
C -3.185 -1.810 -1.657 -0.023
C -3.609 -2.132 -2.949 0.005
C -3.435 -1.219 -3.987 -0.008
C -2.852 0.030 -3.741 0.005
C -2.478 0.367 -2.440 -0.006
C -2.192 -1.447 1.351 -0.034
C -3.385 -2.160 1.510 0.010
C -3.433 -3.251 2.376 0.000
C -2.310 -3.597 3.126 -0.002
C -1.137 -2.842 3.019 -0.010
C -1.073 -1.771 2.127 0.005
C -3.440 1.005 0.860 0.001
C -3.324 1.558 2.143 0.003
C -4.365 2.321 2.673 0.000
C -5.527 2.547 1.924 0.001
C -5.639 2.011 0.638 -0.003
C -4.597 1.245 0.107 0.001
H -3.256 -2.549 -0.864 -0.001
H -4.073 -3.103 -3.132 0.002
H -3.760 -1.475 -4.998 -0.001
H -2.706 0.740 -4.557 0.001
H -2.008 1.332 -2.239 0.028
H -4.272 -1.868 0.955 0.000
H -4.353 -3.825 2.457 0.000
H -2.349 -4.445 3.806 0.000
H -0.271 -3.089 3.633 0.000
H -0.172 -1.167 2.025 0.003
H -2.410 1.389 2.711 -0.005
H -4.278 2.732 3.678 0.000
H -6.340 3.136 2.344 0.000
H -6.541 2.176 0.048 0.000
H -4.688 0.836 -0.898 0.001
```